(1)
The following is a quantum chemistry calculation of a structure of composition C39H36ClLaN3Si2 in a non-equilibrium geometry, from the OMol25 dataset.

Molecular weight = 777.27 g/mol
Highest occupied orbital energy = -0.32503 Eh
Charge = +1
E = -74631.415 eV
LUMO = -3.4 eV
Energy relative to the best compared isomer or geometry (same formula, charge and spin) = 0.00 kcal/mol
F_max = 2.64 eV/Å

Last column: Löwdin charge in e.
Positions of all 82 atoms, in Å:
C1 -3.128 -4.617 1.405  -0.234
C2 -1.987 -4.701 0.553  -0.231
C3 -0.895 -4.063 1.215  -0.244
H1 -1.936 -5.223 -0.408  0.115
C4 -1.361 -3.585 2.476  -0.223
C5 -2.743 -3.928 2.590  -0.242
H2 -3.366 -3.770 3.474  0.113
H3 -4.106 -5.074 1.220  0.113
H4 0.137 -4.014 0.863  0.105
H5 -0.747 -3.108 3.243  0.115
La1 -2.623 -2.093 0.658  1.801
Si1 2.668 4.775 -0.965  0.706
C6 3.465 4.356 -2.583  -0.351
C7 3.957 5.304 -3.497  -0.094
H6 3.895 6.373 -3.266  0.102
C8 4.531 4.881 -4.703  -0.083
H7 4.917 5.616 -5.412  0.104
C9 4.606 3.514 -5.006  -0.083
H8 5.039 3.182 -5.952  0.104
C10 4.118 2.568 -4.095  -0.087
H9 4.181 1.499 -4.313  0.086
C11 3.546 2.989 -2.890  -0.121
H10 3.161 2.248 -2.178  0.090
C12 3.892 4.581 0.411  -0.332
C13 5.172 4.043 0.196  -0.093
H11 5.518 3.829 -0.822  0.101
C14 6.006 3.754 1.283  -0.086
H12 6.980 3.293 1.110  0.102
C15 5.590 4.052 2.587  -0.090
H13 6.238 3.819 3.436  0.102
C16 4.345 4.659 2.800  -0.092
H14 4.024 4.911 3.812  0.101
C17 3.507 4.937 1.716  -0.116
H15 2.537 5.420 1.881  0.100
H16 1.407 4.057 -0.746  -0.046
Si2 0.067 -0.456 -0.131  0.161
C18 1.161 -0.602 1.364  -0.368
C19 2.460 -1.136 1.254  -0.088
H17 2.841 -1.446 0.275  0.103
C20 3.248 -1.283 2.400  -0.076
H18 4.262 -1.669 2.302  0.106
C21 2.733 -0.950 3.657  -0.083
H19 3.343 -1.091 4.552  0.105
C22 1.423 -0.466 3.779  -0.095
H20 1.002 -0.234 4.756  0.100
C23 0.641 -0.279 2.639  -0.149
H21 -0.378 0.116 2.739  0.074
C24 0.869 -1.195 -1.635  -0.377
C25 0.876 -2.595 -1.862  -0.120
H22 0.325 -3.272 -1.201  0.064
C26 1.605 -3.117 -2.935  -0.087
H23 1.644 -4.195 -3.092  0.103
C27 2.290 -2.252 -3.800  -0.080
H24 2.878 -2.661 -4.624  0.106
C28 2.203 -0.865 -3.632  -0.073
H25 2.698 -0.188 -4.328  0.089
C29 1.472 -0.333 -2.566  -0.113
H26 1.368 0.748 -2.450  0.067
H27 2.349 6.219 -1.042  -0.022
Cl1 -0.475 1.533 -0.410  0.225
N1 -6.472 -2.066 0.870  0.132
C30 -6.037 -2.167 -0.458  -0.271
C31 -6.986 -2.231 -1.483  0.017
C32 -6.538 -2.267 -2.805  -0.014
C33 -5.156 -2.268 -3.057  -0.035
C34 -4.269 -2.235 -1.987  -0.119
N2 -4.707 -2.178 -0.689  -0.067
C35 -5.860 -1.418 1.944  -0.269
C36 -6.624 -0.985 3.026  0.019
C37 -5.978 -0.347 4.086  -0.011
C38 -4.586 -0.175 4.034  -0.032
C39 -3.884 -0.642 2.934  -0.135
N3 -4.520 -1.265 1.892  -0.084
H28 -7.480 -2.136 0.978  0.147
H29 -8.038 -2.187 -1.197  0.126
H30 -7.270 -2.273 -3.616  0.128
H31 -4.775 -2.299 -4.078  0.122
H32 -3.171 -2.259 -2.111  0.104
H33 -7.698 -1.171 2.987  0.127
H34 -6.566 -0.001 4.937  0.128
H35 -4.052 0.291 4.861  0.123
H36 -2.789 -0.537 2.828  0.088

***

(2)
The following is a quantum chemistry calculation of a structure of composition C39H36ClN3Si2W in a non-equilibrium geometry, from the OMol25 dataset.

Molecular weight = 822.20 g/mol
Highest occupied orbital energy (spin up / spin down) = -0.44024 / -0.44024 Eh
Charge = +2
2S+1 = 3
E = -75586.150 eV
Expectation value of S² = 2.012
LUMO (spin up / spin down) = -8.3 / -7.9 eV
Energy relative to the best compared isomer or geometry (same formula, charge and spin) = 1.23 kcal/mol
F_max = 4.92 eV/Å

Last column: Mulliken spin population.
Positions of all 82 atoms, in Å:
C1 -1.511 -0.454 5.219  -0.020
C2 -2.387 0.097 4.231  0.112
C3 -2.485 -0.847 3.163  -0.048
H1 -2.964 1.008 4.304  0.003
C4 -1.710 -1.997 3.512  0.078
C5 -1.133 -1.761 4.791  -0.049
H2 -0.570 -2.498 5.352  0.006
H3 -1.292 -0.005 6.180  0.002
H4 -3.164 -0.794 2.319  -0.004
H5 -1.686 -2.917 2.936  0.033
W1 -0.407 -0.289 3.276  1.712
Si1 2.202 0.157 -4.127  0.001
C6 1.531 1.654 -5.058  0.000
C7 2.113 2.298 -6.175  0.000
H6 3.048 1.927 -6.605  0.000
C8 1.484 3.404 -6.782  0.000
H7 1.942 3.899 -7.646  0.000
C9 0.260 3.892 -6.302  0.000
H8 -0.229 4.756 -6.766  0.000
C10 -0.333 3.248 -5.205  0.000
H9 -1.298 3.603 -4.820  0.000
C11 0.292 2.147 -4.597  0.000
H10 -0.225 1.653 -3.763  0.000
C12 1.635 -1.365 -5.092  0.000
C13 0.587 -1.308 -6.046  0.000
H11 0.233 -0.340 -6.421  0.000
C14 0.013 -2.477 -6.572  0.000
H12 -0.823 -2.408 -7.272  0.000
C15 0.527 -3.736 -6.233  0.000
H13 0.057 -4.646 -6.614  0.000
C16 1.687 -3.794 -5.455  0.000
H14 2.156 -4.768 -5.281  0.000
C17 2.266 -2.619 -4.933  0.000
H15 3.237 -2.681 -4.429  0.000
H16 1.546 0.066 -2.808  0.000
Si2 -0.347 -0.034 0.755  -0.029
C18 -0.945 -1.638 -0.053  0.013
C19 -2.076 -1.639 -0.883  0.004
H17 -2.560 -0.696 -1.161  0.000
C20 -2.598 -2.854 -1.344  0.002
H18 -3.543 -2.851 -1.887  0.000
C21 -1.951 -4.058 -1.053  0.003
H19 -2.402 -5.007 -1.358  0.000
C22 -0.789 -4.046 -0.274  0.003
H20 -0.300 -4.978 -0.004  0.000
C23 -0.288 -2.847 0.230  0.007
H21 0.622 -2.866 0.836  -0.016
C24 -1.393 1.371 0.063  0.025
C25 -2.673 1.674 0.563  -0.013
H22 -3.116 1.123 1.401  -0.006
C26 -3.431 2.691 -0.024  0.000
H23 -4.395 2.929 0.416  0.000
C27 -2.949 3.400 -1.126  0.004
H24 -3.546 4.206 -1.569  0.000
C28 -1.672 3.112 -1.617  0.000
H25 -1.249 3.688 -2.439  0.000
C29 -0.900 2.112 -1.028  0.008
H26 0.093 1.917 -1.436  0.000
H27 3.697 0.291 -3.949  0.000
Cl1 1.530 0.295 -0.006  0.014
N1 1.292 0.542 5.835  0.012
C30 0.926 1.716 5.143  0.045
C31 1.243 2.951 5.699  -0.015
C32 0.725 4.102 5.122  0.029
C33 -0.105 3.959 3.994  -0.007
C34 -0.358 2.708 3.449  0.102
N2 0.172 1.584 4.030  0.042
C35 1.912 -0.562 5.239  0.003
C36 2.893 -1.237 5.964  -0.004
C37 3.343 -2.472 5.503  0.001
C38 2.750 -3.006 4.338  0.004
C39 1.758 -2.318 3.677  0.058
N3 1.374 -1.061 4.102  0.003
H28 1.723 0.770 6.729  -0.003
H29 1.903 2.948 6.575  0.000
H30 0.939 5.092 5.516  0.000
H31 -0.589 4.830 3.522  0.001
H32 -0.947 2.548 2.545  -0.056
H33 3.243 -0.761 6.892  0.000
H34 4.114 -3.026 6.033  0.000
H35 3.038 -3.995 3.954  0.001
H36 1.230 -2.710 2.806  -0.060